{
  "formula": "C41H37AsI2NO2Pt",
  "method": "ωB97M-V/def2-TZVPD",
  "symbols": ["H", "N", "H", "H", "H", "C", "C", "C", "H", "C", "C", "H", "H", "C", "C", "C", "H", "C", "C", "H", "H", "H", "I", "H", "H", "C", "C", "C", "C", "H", "H", "H", "C", "C", "H", "C", "O", "H", "C", "H", "H", "C", "C", "H", "C", "C", "H", "C", "H", "I", "H", "C", "Pt", "C", "H", "O", "C", "H", "H", "C", "H", "H", "H", "C", "C", "C", "H", "C", "C", "C", "As", "C", "H", "H", "C", "C", "C", "C", "C", "H", "H", "C", "H", "C", "H"],
  "coordinates": [[-2.4896, 1.8519, 2.9039], [-0.0845, 0.5957, 0.0852], [-0.9935, -3.4570, 1.8552], [-3.4024, -3.0185, 1.9354], [-2.5179, -0.0413, -3.8153], [-3.0351, 1.2413, 0.1468], [4.5932, -2.6294, -0.5975], [-3.3144, -0.7992, 1.7110], [-1.7701, -4.9345, -0.9559], [-1.2632, -2.4356, 2.1116], [-1.8625, -3.9056, -1.2826], [6.0428, -4.0740, -1.2325], [-4.2712, -0.8316, 1.1955], [-3.1731, -0.2544, 3.1489], [-2.0495, -1.3005, -2.1598], [2.0535, 7.6202, -0.0101], [4.1651, 7.6885, -0.2989], [-0.8334, 0.0378, 1.1167], [-3.1234, -2.1749, -2.2807], [0.2231, -4.3900, 0.2246], [-2.4679, 7.0610, 0.3880], [4.7717, -1.5667, 1.2404], [-0.2777, -3.0738, 5.1309], [1.0015, -2.4157, -3.1794], [0.8085, -0.7400, 3.5146], [2.7282, -1.9616, -1.9823], [2.0217, -2.0466, -3.3015], [3.0436, -0.9205, 0.1613], [0.9637, 5.4394, -0.3351], [-0.4404, 8.4547, 0.4522], [4.3098, 5.3049, -0.9702], [0.9035, -4.3703, -1.3936], [-2.6274, -1.6196, 3.6034], [-1.5018, 6.6154, 0.1925], [1.9522, -1.0502, -3.7500], [-0.8492, -1.7257, -1.5598], [-4.1821, 0.9630, -0.2043], [-5.1182, -3.8989, -2.2656], [-2.2818, 0.0625, -2.7537], [0.5537, -1.6990, 1.0578], [1.8323, 0.6316, 1.0447], [-2.3805, 0.3101, 1.1967], [-2.2145, 0.8311, 2.6464], [-3.1385, 0.5280, -2.2657], [3.8727, -2.7153, -1.7804], [2.2418, -1.1235, -0.9649], [2.5626, -2.7030, -3.9810], [0.4717, -3.7394, -0.6143], [3.5695, 0.8770, 1.1588], [2.4542, 2.8901, -1.3926], [-3.1527, -2.0825, 4.4369], [3.3625, 5.7329, -0.6817], [-0.0544, 2.5858, -0.1890], [-0.1977, 4.6113, -0.2859], [-0.0867, 1.4362, 2.8331], [-2.3923, 2.2487, -0.2365], [2.2392, 4.9577, -0.6780], [2.7956, -0.3061, 2.2069], [1.9584, 8.6648, 0.2581], [2.7806, 0.1251, 1.2056], [-4.3750, -4.9962, -1.0891], [5.6013, -4.1762, 0.4753], [-1.4283, 0.7346, -2.6484], [0.8836, 6.8334, -0.0352], [-0.1653, -0.7844, 3.0278], [-0.7114, 0.5742, 2.5878], [1.2379, -3.0439, -0.2984], [4.1855, -1.6967, 0.3392], [-4.2066, -4.4322, -2.0054], [5.7967, -3.4899, -0.3486], [0.4927, -0.2343, -1.4200], [-1.1201, -1.8693, 3.5311], [-4.0309, -1.8083, -2.7406], [4.2117, -3.3812, -2.5636], [-2.7716, -2.1606, 2.1650], [-3.0570, -3.4814, -1.8385], [-0.3196, -1.3455, 1.6026], [-1.4088, 5.2413, -0.0533], [-0.7653, -3.0633, -1.1444], [-2.3213, 4.6602, -0.0597], [-3.9885, -5.1466, -2.8011], [3.2717, 7.0824, -0.3149], [-4.0280, 0.1124, 3.7145], [-0.3787, 7.3952, 0.2331], [6.6628, -2.8853, -0.0834]],
  "atomic_forces_ev_per_a": [[0.0004, 0.0309, -0.0948], [0.1413, 1.4640, -0.3733], [0.0703, 0.0026, 0.0664], [0.0207, 0.0181, 0.0183], [0.0729, 0.0117, -0.0266], [-0.0564, -0.5822, 0.5592], [0.0117, 0.0921, -0.0124], [-0.3897, -0.1683, -0.3344], [0.0338, -0.0998, 0.0643], [0.0258, -0.5494, -0.3672], [-0.0378, 0.0936, -0.0173], [0.0555, -0.0740, -0.0316], [0.0939, 0.1260, -0.0243], [-0.2897, 0.2144, 0.3828], [0.0493, 0.0839, -0.1423], [0.2347, 0.0698, -0.0104], [0.0850, 0.0801, 0.0183], [-0.3301, -0.6157, 0.6506], [0.0107, -0.1821, 0.0880], [-0.0214, -0.0274, 0.0031], [-0.0981, 0.0264, -0.0180], [0.0360, 0.0684, 0.1066], [-0.1838, 0.1246, -0.2038], [-0.0091, -0.0689, -0.1369], [-0.0929, -0.1000, -0.0348], [0.0186, 0.0859, -0.0258], [-0.0717, 0.0140, -0.0428], [-0.0929, -0.0107, 0.2003], [-0.2743, 0.0705, -0.0076], [-0.0055, 0.0283, 0.0288], [0.1184, -0.0065, -0.0269], [0.0883, -0.0151, -0.0370], [-0.3585, -0.1462, 0.6159], [0.1639, 0.4030, 0.0644], [-0.0267, -0.1088, -0.0613], [0.0130, 0.2277, 0.1090], [-0.5265, -0.1860, -0.2131], [-0.0727, -0.0084, 0.0074], [0.1163, 0.2678, 0.1051], [-0.0540, 0.0334, 0.0700], [0.1448, 0.0218, 0.1420], [-0.3062, 0.3710, -0.7337], [-0.0957, 0.3740, 0.1162], [0.0135, 0.0731, -0.0123], [0.0269, 0.0763, 0.0473], [-0.1643, 0.1313, -0.1020], [-0.0499, -0.0224, -0.0624], [0.1042, 0.0925, 0.1099], [0.0102, 0.0620, 0.0220], [0.1859, 1.2069, 0.3438], [0.0829, 0.0129, 0.0070], [-0.0154, -0.5433, -0.1201], [-0.7374, -0.5604, 0.1916], [-0.2200, 0.0231, 0.1673], [-0.0017, -0.0860, -0.1822], [0.6861, 0.8266, -0.0577], [0.5414, -0.7668, -0.4370], [-0.0079, -0.0401, 0.0566], [0.0400, 0.0745, -0.0129], [-0.2047, 0.0794, 0.0698], [-0.0727, -0.0510, 0.0364], [0.0677, -0.0769, 0.0377], [-0.2418, -0.0081, -0.0984], [0.0052, -0.2688, -0.0471], [0.5703, 0.1388, 0.4016], [0.2965, 0.3878, 0.1497], [0.0113, -0.1087, 0.0672], [0.0116, -0.1527, -0.1853], [0.0703, 0.0372, -0.0066], [-0.0493, 0.0011, -0.0205], [0.6145, -0.8482, -0.8866], [0.2906, -0.3942, 0.7043], [-0.1248, 0.0545, -0.0153], [0.0159, -0.0726, -0.0873], [-0.1345, -0.3263, -0.2450], [0.0141, 0.0716, -0.0693], [0.3538, -0.0432, -0.3316], [0.1165, -0.2995, -0.1457], [0.0715, -0.2944, 0.1046], [0.0266, -0.1962, 0.0762], [-0.0550, -0.0570, -0.0210], [-0.1872, 0.3235, 0.0909], [-0.0229, -0.0278, -0.0189], [-0.2230, 0.1077, 0.0056], [0.0737, 0.0098, 0.0352]],
  "lowdin_spin": [0.00, 0.39, 0.00, 0.00, 0.00, 0.01, 0.00, 0.01, 0.00, 0.00, 0.00, 0.00, 0.00, 0.00, 0.00, 0.00, 0.00, 0.04, 0.00, 0.00, 0.00, 0.00, 0.00, 0.00, 0.00, 0.00, 0.00, 0.00, 0.02, 0.00, 0.01, 0.00, 0.00, 0.00, 0.00, 0.00, 0.01, 0.00, 0.00, 0.00, 0.00, 0.03, 0.00, 0.00, 0.00, 0.02, 0.00, 0.00, 0.00, 0.19, 0.00, 0.01, 0.95, 0.04, 0.00, 0.11, 0.02, 0.00, 0.00, 0.01, 0.00, 0.00, 0.00, 0.00, 0.00, 0.02, 0.00, 0.00, 0.00, 0.00, 0.03, 0.00, 0.00, 0.00, 0.00, 0.00, 0.01, 0.02, 0.00, 0.00, 0.00, 0.00, 0.00, 0.01, 0.00],
  "gap_ha": [0.211, 0.227],
  "total_energy_ev": -128985.740,
  "homo_energy_ev": [-3.6, -4.8],
  "total_charge": -1,
  "spin_multiplicity": 3,
  "fmax_ev_per_a": 1.517
}